Record 1
{
  "formula": "C17H12Cl2N2O6S",
  "method": "ωB97M-V/def2-TZVPD",
  "smiles": "CS(=O)(=O)Oc1ccc2c(NC(N)=O)c(C(=O)c3ccc(Cl)cc3Cl)oc2c1",
  "e_above_lowest_kcal_mol": 90.94,
  "homo_lumo_gap_ev": 8.20,
  "total_charge": 0,
  "species": ["Cl", "Cl", "S", "O", "O", "O", "O", "O", "O", "N", "N", "C", "C", "C", "C", "C", "C", "C", "C", "C", "C", "C", "C", "C", "C", "C", "C", "C", "H", "H", "H", "H", "H", "H", "H", "H", "H", "H", "H", "H"],
  "xyz": [[-0.8188, -1.2242, 3.2019], [3.8076, 0.3473, 5.5965], [0.5706, -4.0189, -3.2238], [0.5777, 0.2226, 0.6264], [-0.2750, -4.3836, -4.3682], [-1.7812, 2.4065, 2.4943], [1.2434, -2.4626, -3.4565], [-0.0967, -4.2459, -1.9086], [-2.3053, 3.1718, -2.5835], [-2.0357, 2.5471, -0.3565], [-4.0450, 3.4947, -1.2250], [0.9236, 2.3108, 3.9353], [0.4474, -0.1707, -0.7192], [-0.4085, 0.6530, -1.4000], [2.0361, -5.1193, -3.3443], [-0.4513, 1.1911, 0.8676], [1.9645, 2.0052, 4.8062], [0.2448, 0.0507, 3.8956], [2.2336, 0.8009, 5.1873], [-2.7759, 3.0120, -1.4609], [-0.0491, -0.5496, -3.4089], [-0.0012, 1.3910, 3.4961], [0.6994, -1.4513, -2.7649], [-0.9711, 1.4883, -0.3145], [0.9976, -1.2847, -1.3882], [-0.7579, 0.3938, -2.7467], [-0.7140, 1.7900, 2.2667], [1.3189, -0.1941, 4.8119], [1.7020, -6.0803, -3.6395], [-2.6363, 2.3572, 0.3796], [0.7989, 3.4146, 3.6894], [2.3741, -5.2415, -2.2506], [2.7002, -4.7500, -4.0624], [1.4413, -1.1829, 5.1122], [-1.3839, 1.1256, -3.3011], [-4.5888, 3.8822, -1.9947], [-4.0709, 4.0628, -0.3969], [-0.1857, -0.6125, -4.5404], [1.6890, -1.9170, -0.8111], [2.5818, 2.7698, 5.2993]],
  "lowdin_charge": [0.682, 0.752, 0.748, 0.042, -0.310, 0.079, -0.153, -0.305, 0.034, 0.168, 0.139, -0.006, -0.166, -0.063, -0.092, -0.083, -0.152, -0.485, -0.733, -0.557, -0.032, -0.197, -0.369, -0.037, 0.109, 0.021, -0.242, -0.072, 0.051, 0.082, 0.156, 0.105, 0.042, 0.084, 0.121, 0.113, 0.094, 0.164, 0.141, 0.127]
}

Record 2
{
  "formula": "C17H12N5O9Tc",
  "method": "ωB97M-V/def2-TZVPD",
  "multiplicity": 2,
  "homo_lumo_gap_ev": [5.01, 5.39],
  "total_charge": -1,
  "species": ["Tc", "O", "O", "O", "O", "O", "O", "O", "O", "O", "N", "N", "N", "N", "N", "C", "C", "C", "C", "C", "C", "C", "C", "C", "C", "C", "C", "C", "C", "C", "C", "C", "H", "H", "H", "H", "H", "H", "H", "H", "H", "H", "H", "H"],
  "xyz": [[-0.0769, -0.3193, 0.0275], [0.1131, -0.0891, 1.9692], [5.7143, 1.2567, -3.1833], [-2.5580, -1.8187, -2.6882], [3.2456, -2.5422, -0.5360], [0.4236, -3.3116, 2.3570], [-1.0912, 0.0651, 3.8587], [1.1683, -1.8808, 0.0642], [6.0022, 2.9940, -1.6524], [-0.7573, -0.9089, -1.7011], [-4.6980, 4.0518, 0.0692], [-0.6923, 5.4654, -1.4164], [-1.1911, 1.3678, -0.0786], [1.6527, 0.5882, -0.6966], [-1.8091, -1.4126, 0.7323], [-1.6768, 2.4292, -0.2670], [-2.0150, -1.3910, -1.7292], [-1.6378, -2.8658, 1.0291], [3.0117, 2.3361, -1.5558], [-3.5888, 3.8655, -0.1774], [-2.2260, 3.6352, -0.4750], [1.8268, 1.8833, -1.0380], [3.8803, 0.0662, -1.3872], [-1.3993, 4.6594, -1.0058], [2.6770, -0.3011, -0.8675], [-0.9848, -3.2585, 2.3414], [-1.0067, -0.2005, 2.7092], [2.4001, -1.7068, -0.4343], [-2.7471, -1.2879, -0.4042], [5.4273, 1.9797, -2.1900], [4.0742, 1.4184, -1.7187], [-2.2241, -0.6541, 1.9252], [-1.3138, -4.2813, 2.5296], [4.6431, -0.6867, -1.5171], [0.7942, -2.5115, 1.9499], [0.9870, 2.5460, -0.8811], [3.1365, 3.3800, -1.8061], [-2.8959, -1.2178, 2.5688], [-1.3762, -2.6509, 3.1694], [-3.5389, -2.0331, -0.3668], [-2.7372, 0.2499, 1.6027], [-1.0927, -3.3215, 0.2029], [-2.6462, -3.2897, 1.0478], [-3.1967, -0.2968, -0.3805]],
  "lowdin_charge": [1.726, -0.185, -0.027, 0.141, 0.142, -0.045, 0.142, -0.205, -0.060, -0.179, 0.137, 0.150, 0.041, -0.050, -0.256, -0.123, -0.573, -0.125, 0.031, -0.226, -0.264, -0.082, 0.080, -0.225, -0.164, -0.237, -0.593, -0.516, -0.094, -0.648, -0.058, -0.099, 0.127, 0.140, 0.053, 0.092, 0.128, 0.141, 0.113, 0.135, 0.122, 0.140, 0.129, 0.125]
}

Record 3
{
  "formula": "C17H13BF4MnN4S4Sb",
  "method": "ωB97M-V/def2-TZVPD",
  "e_above_lowest_kcal_mol": 0.00,
  "multiplicity": 4,
  "homo_lumo_gap_ev": [5.77, 5.35],
  "total_charge": -1,
  "species": ["Sb", "Mn", "S", "S", "S", "S", "F", "F", "F", "F", "N", "N", "N", "N", "C", "C", "C", "C", "C", "C", "C", "C", "C", "C", "C", "C", "C", "C", "C", "C", "C", "B", "H", "H", "H", "H", "H", "H", "H", "H", "H", "H", "H", "H", "H"],
  "xyz": [[3.4879, -1.7011, 2.5583], [0.7373, -0.4544, -0.0221], [3.7729, 0.7546, 1.7777], [4.9185, -2.6353, 1.0660], [1.2706, -1.9285, 1.5752], [2.4752, 1.1048, 0.3417], [1.1759, 1.7552, -3.4036], [-1.0462, 2.1004, -2.8758], [0.6075, 3.0817, -1.6021], [0.2607, 0.7818, -1.5127], [-0.4701, -2.3795, -1.5312], [-0.6358, 0.4124, 1.0538], [1.7340, -1.5118, -1.3785], [-0.6017, -1.5971, -0.5382], [-1.7283, -0.3615, 1.0784], [2.5025, -2.9628, -3.5917], [3.4349, -2.2323, -2.8689], [-1.6126, 2.6462, 0.8785], [-2.8014, -2.4347, 0.2045], [0.1481, 2.2273, 2.4582], [-0.7168, 1.7655, 1.4747], [-1.6428, 3.9776, 1.2668], [-1.7279, -1.5241, 0.2396], [0.1211, 3.5617, 2.8407], [0.8410, -2.2777, -2.0436], [3.0099, -1.5101, -1.7724], [-3.8849, -2.2081, 0.9926], [-3.9167, -1.0539, 1.8290], [1.1874, -2.9936, -3.1748], [-2.8952, -0.1544, 1.8758], [-0.7753, 4.4422, 2.2488], [0.2540, 2.0249, -2.4099], [-0.7857, 5.4865, 2.5372], [4.4800, -2.2149, -3.1416], [0.4209, -3.5557, -3.6898], [-2.3298, 4.6597, 0.7807], [0.8093, 3.9127, 3.6010], [2.8059, -3.5167, -4.4717], [0.8388, 1.5292, 2.9183], [-2.9375, 0.7084, 2.5268], [-2.7352, -3.2966, -0.4460], [3.6959, -0.9223, -1.1823], [-4.7162, -2.9004, 0.9923], [-4.7811, -0.8936, 2.4630], [-2.2491, 2.2883, 0.0771]],
  "lowdin_charge": [0.239, 0.217, -0.060, -0.359, 0.052, 0.216, 0.137, 0.135, 0.139, -0.056, 0.151, -0.042, -0.003, -0.134, -0.226, -0.053, -0.038, -0.024, -0.021, -0.053, -0.289, -0.080, -0.206, -0.084, -0.284, -0.119, -0.100, -0.077, -0.004, -0.006, -0.101, -1.199, 0.093, 0.111, 0.113, 0.100, 0.100, 0.107, 0.097, 0.114, 0.109, 0.067, 0.093, 0.100, 0.127]
}

Record 4
{
  "formula": "C17H13Br2NO3Tc",
  "method": "ωB97M-V/def2-TZVPD",
  "multiplicity": 4,
  "homo_lumo_gap_ev": [7.41, 5.49],
  "total_charge": 2,
  "species": ["Tc", "Br", "Br", "O", "O", "O", "N", "C", "C", "C", "C", "C", "C", "C", "C", "C", "C", "C", "C", "C", "C", "C", "C", "C", "H", "H", "H", "H", "H", "H", "H", "H", "H", "H", "H", "H", "H"],
  "xyz": [[0.5032, 0.0538, -0.3732], [2.8469, -3.0410, 2.8674], [3.1475, -6.3522, -1.6274], [-2.1934, 0.5693, -1.9453], [1.4102, -1.2452, 0.8245], [-0.0417, 1.3525, -1.8988], [0.9069, -1.5776, -1.6909], [-1.0035, 0.6508, -1.5282], [0.6533, -1.7186, -2.9901], [-2.6442, 1.4818, -3.0202], [1.6295, -3.9079, -3.0541], [-0.4857, 2.9752, 0.6115], [2.4871, -3.3554, 1.0878], [1.5318, -2.6021, -1.0571], [1.7976, -2.3685, 0.3349], [-1.3908, 0.6615, 1.8857], [1.9182, -3.7811, -1.6895], [-0.0145, 0.9484, 1.8472], [-1.8418, 2.7107, 0.7051], [0.9962, -2.8674, -3.6982], [2.8694, -4.5356, 0.4681], [-2.2971, 1.5485, 1.3291], [2.5997, -4.7642, -0.8769], [0.4445, 2.0994, 1.1868], [1.4895, 2.3817, 1.2428], [-3.5682, 1.9181, -2.6584], [0.7623, -2.9272, -4.7513], [-2.8244, 0.8617, -3.8919], [3.3901, -5.2894, 1.0425], [-3.3582, 1.3511, 1.4009], [1.9051, -4.8040, -3.5933], [-1.7391, -0.2167, 2.4136], [-1.8851, 2.2353, -3.2050], [0.6701, 0.3613, 2.4457], [-0.1396, 3.8805, 0.1307], [0.1740, -0.8887, -3.4913], [-2.5544, 3.4206, 0.3055]],
  "lowdin_charge": [1.512, 0.984, 1.015, 0.014, -0.179, -0.045, -0.002, -0.533, -0.044, 0.067, 0.036, -0.061, -0.582, -0.135, -0.314, -0.060, -0.153, -0.188, -0.051, 0.027, -0.116, -0.049, -0.573, -0.135, 0.125, 0.111, 0.136, 0.110, 0.121, 0.127, 0.110, 0.125, 0.104, 0.112, 0.130, 0.129, 0.127]
}

Record 5
{
  "formula": "C17H13BrCl3FeGeN4O3",
  "method": "ωB97M-V/def2-TZVPD",
  "multiplicity": 6,
  "homo_lumo_gap_ev": [7.92, 6.57],
  "total_charge": 0,
  "species": ["Br", "Ge", "Fe", "Cl", "Cl", "Cl", "O", "O", "O", "N", "N", "N", "N", "C", "C", "C", "C", "C", "C", "C", "C", "C", "C", "C", "C", "C", "C", "C", "C", "C", "H", "H", "H", "H", "H", "H", "H", "H", "H", "H", "H", "H", "H"],
  "xyz": [[-6.8630, -0.4701, -1.9492], [0.0719, -2.7290, -2.2224], [-0.2663, -0.7553, -0.2651], [-1.4715, -4.1056, -2.9726], [1.8686, -3.9375, -2.4526], [-0.3008, -3.1532, 0.2218], [-0.0796, 0.8537, -1.2013], [-0.3737, -0.1639, 1.5128], [1.7435, -0.9193, -0.3459], [2.8298, 0.9221, 2.4917], [-1.2978, -1.3709, 3.1865], [0.9242, -1.4322, 5.8356], [-2.3863, -0.7900, -0.7731], [2.5855, 0.0000, -0.4246], [0.9441, -0.9461, 4.7904], [-5.0522, -0.6003, -1.4686], [-3.1620, -1.8793, -0.8229], [-4.4983, -1.8321, -1.1705], [0.6268, 3.0734, -1.3740], [2.8964, 3.6999, -0.8532], [1.9436, 0.3328, 2.9354], [1.6004, 4.0362, -1.2574], [2.2188, 1.3770, -0.6969], [3.1914, 2.3875, -0.5864], [-0.2622, -0.6530, 2.7096], [4.0153, -0.3907, -0.2362], [-4.2655, 0.5389, -1.4117], [-2.9383, 0.3975, -1.0626], [0.8667, -0.4073, 3.4820], [0.9054, 1.7296, -1.0795], [-4.6695, 1.5147, -1.6359], [1.3564, 5.0680, -1.4770], [-2.2784, 1.2515, -1.0191], [4.6447, 0.0152, -1.0266], [-2.6894, -2.8197, -0.5804], [-1.9922, -1.6860, 2.5329], [-0.3783, 3.3234, -1.6869], [-1.1999, -1.8627, 4.0598], [3.6537, 4.4632, -0.7459], [4.3506, 0.0102, 0.7229], [-5.0809, -2.7402, -1.2106], [4.0830, -1.4749, -0.2174], [4.1854, 2.1244, -0.2549]],
  "lowdin_charge": [0.804, 0.053, 0.708, 0.000, 0.013, 0.119, -0.193, -0.145, -0.130, 0.181, 0.194, 0.144, -0.019, -0.332, -0.223, -0.677, -0.160, -0.081, -0.003, -0.071, -0.174, -0.058, -0.100, -0.023, -0.474, 0.005, -0.081, -0.089, -0.189, -0.289, 0.111, 0.110, 0.109, 0.097, 0.036, 0.100, 0.116, 0.107, 0.106, 0.079, 0.115, 0.096, 0.114]
}